This record from the OMol25 dataset describes a molecular structure, C10H20ClEuSc in a non-equilibrium geometry. The level of theory is ωB97M-V/def2-TZVPD.

Geometry (Å):
Eu  -1.840866  -2.134112  -0.613379
Cl  -0.555266  -0.761969  -1.969729
C  -3.621116  -1.344855  -0.940925
C  -1.041869  -3.844769  -1.209567
H  -4.321206  -2.180603  -0.812033
H  -3.848288  -0.564617  -0.211292
H  -3.708898  -0.948405  -1.953759
H  -1.834021  -4.588839  -1.054900
H  -0.170532  -4.111598  -0.606578
H  -0.769532  -3.818018  -2.266402
Sc  0.007351  0.032630  0.036060
C  2.058283  0.041695  0.351654
C  -0.924597  -1.462881  1.010939
H  2.277240  -0.618976  1.192932
H  2.602770  -0.250346  -0.546968
H  2.367813  1.081671  0.634209
H  -0.366011  -2.252356  1.474505
H  -1.700584  -0.967348  1.609450
C  2.879201  4.129371  2.259491
C  2.238253  4.168700  0.854171
C  1.219951  5.323889  0.783892
C  3.340974  4.386245  -0.205966
C  1.538955  2.881483  0.589100
C  0.937145  1.784537  0.360866
H  3.402816  5.078429  2.480840
H  3.609557  3.305361  2.324070
H  2.103902  3.971554  3.027242
H  1.712308  6.296395  0.977617
H  0.754883  5.362473  -0.214467
H  0.427014  5.179912  1.535581
H  4.076051  3.564900  -0.167688
H  2.898439  4.413847  -1.215354
H  3.873319  5.340164  -0.031088

Atoms 1-2, force components in eV/Å:
Eu -1.168 -2.467 0.900
Cl 2.021 1.973 -5.631

## Properties
* total charge: -1
* 2S+1: 7
* LUMO energy (alpha / beta): 2.69 / 2.69 eV
* DFT total energy: -2323.8098 hartree
* gap between HOMO and LUMO (alpha / beta): 5.97 / 5.92 eV

=====

This record from the OMol25 dataset describes 2 unconnected molecules or ions with the total composition C10H20N in a non-equilibrium geometry. The level of theory is ωB97M-V/def2-TZVPD.

Geometry (Å):
C  0.068370  3.764422  0.297634
C  1.484238  0.973100  1.706969
C  -0.351949  2.279131  0.440282
C  0.470626  1.461859  0.994740
C  0.637780  0.643906  -2.519464
C  -0.981245  -1.676654  1.782713
C  -0.319994  -3.134716  0.074581
C  0.908286  -0.406943  -1.447184
C  0.098055  -1.726670  0.651125
C  -0.155214  -0.701525  -0.382296
N  -1.453733  -0.492552  -0.652043
H  -0.853314  4.447484  0.337523
H  0.621774  4.200443  1.036497
H  2.188363  0.301443  1.385445
H  1.448726  1.177795  2.715843
H  -1.409999  1.941453  0.064587
H  -0.179027  0.308126  -3.161404
H  1.622182  0.722847  -2.874802
H  0.265241  1.590759  -1.885762
H  -1.190949  -0.682075  1.878139
H  -0.652361  -1.988729  2.649066
H  -1.939300  -2.187384  1.590553
H  -1.124953  -3.157209  -0.586251
H  0.559298  -3.502777  -0.665876
H  -0.411282  -3.968226  0.756412
H  1.821246  -0.344130  -0.783859
H  1.239282  -1.292556  -2.022736
H  1.076662  -1.599195  0.934974
H  0.491738  3.927775  -0.631715
H  -2.260597  -0.696000  -0.099991
H  -1.717951  -0.183202  -1.583700

Atoms 1-2, force components in eV/Å:
C -4.583 -0.459 -0.564
C -3.084 1.191 -1.452

## Properties
* relative energy (zero: lowest compared OMol25 entry of this formula, charge and spin): 274.5 kJ/mol
* total charge: +1
* 2S+1: 1
* LUMO energy: -4.47 eV
* DFT total energy: -447.3713 hartree
* gap between HOMO and LUMO: 8.61 eV

=====

This record from the OMol25 dataset describes C10H20N2O4 in the gas phase. The level of theory is ωB97M-V/def2-TZVPD.

Geometry (Å):
C  2.627802  -3.275335  -3.530026
C  1.666151  -2.946969  -2.394996
C  2.235203  -3.355436  -1.038101
C  1.267062  -3.061538  0.109040
N  0.991686  -1.650318  0.247686
C  -0.187680  -1.104599  -0.118865
O  -1.181137  -1.716702  -0.421003
O  -0.105290  0.248849  -0.066079
C  -1.304933  0.968221  -0.379505
C  -0.898107  2.345993  -0.877428
C  -2.207364  1.035732  0.864486
N  -1.569975  1.713394  1.964806
C  -1.881532  2.985388  2.301278
O  -2.819891  3.613554  1.881904
O  -0.996910  3.454727  3.218359
C  -1.273790  4.756667  3.710035
H  3.573527  -2.754466  -3.394278
H  2.828288  -4.343985  -3.563011
H  2.206032  -2.976042  -4.486217
H  1.458757  -1.874719  -2.394517
H  0.718058  -3.463485  -2.555129
H  2.449938  -4.425542  -1.040315
H  3.176056  -2.827075  -0.861828
H  1.680798  -3.434584  1.051828
H  0.305151  -3.545055  -0.073587
H  1.768900  -1.023076  0.384123
H  -1.843750  0.412167  -1.157303
H  -1.786095  2.932939  -1.090795
H  -0.311755  2.857732  -0.118618
H  -0.298285  2.258608  -1.779309
H  -2.468583  0.017221  1.166327
H  -3.116776  1.589735  0.626484
H  -0.694706  1.342413  2.300057
H  -0.442966  5.015270  4.361635
H  -1.351405  5.467872  2.885104
H  -2.212479  4.762445  4.267757

Atoms 1-2, force components in eV/Å:
C -0.211 0.097 0.101
C 0.275 -0.121 0.055

## Properties
* relative energy (zero: lowest compared OMol25 entry of this formula, charge and spin): 0.0 kJ/mol
* SMILES: CCCCNC(=O)O[C@H](C)CNC(=O)OC
* 2S+1: 1
* LUMO energy: 0.71 eV
* DFT total energy: -803.5763 hartree
* gap between HOMO and LUMO: 10.33 eV

=====

This record from the OMol25 dataset describes a gas-phase ion, C10H20N2P (charge +1) in a non-equilibrium geometry. The level of theory is ωB97M-V/def2-TZVPD.

Geometry (Å):
C  -0.725092  -2.726286  -0.378576
C  -0.310742  -1.939733  -1.651008
C  0.989895  -1.157605  -1.613700
P  0.887389  0.706915  -2.029783
C  0.142991  1.780694  -0.409457
C  1.198210  2.862482  0.123548
C  2.200830  1.919117  0.737931
C  1.569558  1.245979  2.051487
N  0.363509  0.625239  1.684938
C  -0.280789  0.910144  0.568396
C  -1.627392  0.354639  0.390355
N  -1.860501  -0.904789  1.121881
C  -2.016895  -2.106446  0.299896
H  -1.045898  -3.668636  -0.738077
H  0.046052  -2.938953  0.389918
H  -0.130000  -2.746232  -2.482304
H  -1.141740  -1.289268  -2.078833
H  1.776259  -1.508286  -2.292513
H  1.380136  -1.294201  -0.647846
H  -0.454474  0.436691  -2.806261
H  -0.747585  2.214452  -0.933459
H  0.873913  3.632313  0.821947
H  1.633802  3.388118  -0.718907
H  2.532891  1.151654  0.145633
H  3.082937  2.607836  1.132979
H  2.401476  0.610274  2.495832
H  1.351836  2.051611  2.640013
H  0.060584  -0.282390  2.235072
H  -2.239494  1.202087  0.793946
H  -1.895446  0.239741  -0.695332
H  -2.846952  -0.572487  1.451235
H  -2.626150  -1.873325  -0.474044
H  -2.543119  -2.931349  0.865093

Atoms 1-2, force components in eV/Å:
C -0.969 1.801 0.926
C -0.019 -1.568 -2.387

## Properties
* relative energy (zero: lowest compared OMol25 entry of this formula, charge and spin): 87.2 kJ/mol
* total charge: +1
* SMILES: C1CCP[C@@H]2CCC[NH+]=C2CNC1
* 2S+1: 1
* LUMO energy: -3.87 eV
* DFT total energy: -843.5587 hartree
* gap between HOMO and LUMO: 9.06 eV

=====

This record from the OMol25 dataset describes C10H20N2S in the gas phase in a non-equilibrium geometry. The level of theory is ωB97M-V/def2-TZVPD.

Geometry (Å):
C  -2.669317  1.967407  -2.166539
N  -2.242322  0.779530  -1.525662
N  -1.272416  0.180222  -2.031457
C  -0.793373  -0.995286  -1.468202
C  -0.521174  -1.948884  -2.687011
S  -1.906883  -1.839128  -0.282036
C  0.604968  -0.569913  -0.595834
C  1.507720  -1.798227  -0.257522
C  0.190306  0.206127  0.632630
C  0.561045  -0.444811  2.032585
C  0.258184  0.663243  2.970729
C  0.783207  1.916172  2.256838
C  0.973499  1.549956  0.780724
H  -3.358919  1.678122  -2.989454
H  -1.895372  2.538140  -2.700389
H  -3.285427  2.517098  -1.449955
H  -1.523188  -2.266090  -3.145914
H  0.073335  -2.808009  -2.603521
H  0.126045  -1.296435  -3.369726
H  -2.122891  -2.808840  -1.167711
H  1.228095  0.016156  -1.375225
H  2.151470  -1.475537  0.667057
H  2.170099  -2.208427  -1.058475
H  0.916216  -2.590350  -0.029508
H  -0.821514  0.399620  0.642756
H  1.634364  -0.504100  1.979329
H  0.195892  -1.383085  2.381516
H  0.630756  0.515572  3.944201
H  -0.858445  0.696360  3.028203
H  0.077365  2.778146  2.291668
H  1.688403  2.261015  2.597529
H  0.623312  2.137074  -0.005737
H  1.923735  1.206515  0.422276

Atoms 1-2, force components in eV/Å:
C -0.824 0.562 -1.483
N 1.383 -2.339 0.534

## Properties
* relative energy (zero: lowest compared OMol25 entry of this formula, charge and spin): 211.7 kJ/mol
* SMILES: C/N=N/[C@](C)(S)[C@H](C)C1CCCC1
* 2S+1: 1
* LUMO energy: 0.73 eV
* DFT total energy: -900.6069 hartree
* gap between HOMO and LUMO: 9.63 eV

=====

This record from the OMol25 dataset describes 2 unconnected molecules or ions with the total composition C10H20N3 in a non-equilibrium geometry. The level of theory is ωB97M-V/def2-TZVPD.

Geometry (Å):
C  -1.939931  -2.411694  -2.791551
N  -0.666430  -1.761929  -2.499989
C  0.567726  -2.503607  -2.750907
C  -0.607462  -0.499131  -2.179198
H  -1.737630  -3.481819  -2.887217
H  -2.663736  -2.202581  -1.991063
H  -2.382000  -2.050256  -3.734160
H  0.300790  -3.561933  -2.815594
H  1.040746  -2.187654  -3.692299
H  1.285148  -2.304559  -1.943477
H  0.362231  0.004198  -2.233810
H  -1.536196  0.037843  -1.960184
C  2.460182  1.610846  0.754778
C  1.620334  1.477536  -0.488169
N  0.431668  0.636327  -0.287067
C  -0.077554  0.590730  0.887792
C  -1.375203  -0.114816  1.289847
C  -1.653442  0.419678  2.694225
C  -0.405756  1.201610  3.139745
N  0.419812  1.230464  1.965148
C  1.628776  1.995031  1.958001
H  2.945376  0.648026  0.933531
H  3.233516  2.361543  0.594924
H  1.322329  2.479188  -0.853157
H  2.179699  0.989339  -1.292747
H  -2.164881  0.129457  0.564714
H  -1.244583  -1.206634  1.279992
H  -2.521375  1.082414  2.665653
H  -1.851427  -0.384966  3.406939
H  -0.651021  2.218326  3.484760
H  0.115774  0.691407  3.968584
H  2.165813  1.800245  2.887748
H  1.398692  3.067370  1.924215

Atoms 1-2, force components in eV/Å:
C -0.685 -0.347 0.162
N 0.063 1.814 0.179

## Properties
* relative energy (zero: lowest compared OMol25 entry of this formula, charge and spin): 120.1 kJ/mol
* total charge: +1
* 2S+1: 1
* LUMO energy: -3.59 eV
* DFT total energy: -557.0401 hartree
* gap between HOMO and LUMO: 7.96 eV